# 1
C18H56N14O11 | wB97M-V/def2-TZVPD

Geometry as XYZ:
```
99
Properties=species:S:1:pos:R:3:forces:R:3:mulliken_charge:R:1
C 8.8172 0.3161 0.2437 -0.0434 -2.0542 1.2175 -0.8756
O 7.4347 0.2544 -0.0458 0.4467 0.0489 0.5552 -0.2783
C 7.0117 1.2410 -0.9617 0.0239 0.6502 1.0638 -0.6147
C 5.4752 1.1987 -1.1091 1.6788 0.0983 -1.1999 -0.8465
N 4.6593 1.4076 0.0333 -1.8406 0.0969 0.4008 0.1488
C 4.7776 2.7504 0.5870 -0.1937 -0.2455 1.0683 -0.7944
C 3.5425 3.3337 1.2631 0.9517 -0.1272 -0.3043 -0.4579
O 2.6114 3.7133 0.2615 -0.0619 0.0072 0.2430 -0.4479
C 1.3970 4.2077 0.8138 -0.0080 -0.1521 0.7046 -0.7043
H 9.2090 1.2333 0.6107 -0.2169 1.3460 0.2852 0.3559
H 9.4367 0.0244 -0.5751 0.3116 -0.1416 -1.1540 0.3402
H 9.0876 -0.4404 1.0404 -0.7820 0.6832 -0.7168 0.2414
H 7.6100 1.1307 -1.8702 -0.6846 -0.2539 -0.6296 0.4643
H 7.3196 2.2312 -0.6165 -0.0061 0.2604 0.4078 0.3545
H 5.3044 0.2152 -1.4240 -0.5508 -1.6218 -0.7319 0.4854
H 5.2594 1.8394 -1.9733 -0.2026 0.3258 -0.0166 0.3864
H 3.6563 1.1739 -0.2153 1.5233 0.5455 0.5568 -0.1615
H 5.1425 3.4256 -0.1734 0.1314 0.5868 -0.2704 0.4235
H 5.4907 2.7328 1.4200 0.3997 -0.0718 -0.3070 0.2524
H 3.9237 4.1336 1.9715 -0.8128 -0.0918 -1.1085 0.4281
H 3.1043 2.5867 1.8967 -0.4000 -0.5926 0.3691 0.2423
H 1.7057 4.9390 1.5637 -0.3845 0.4305 -0.0059 0.4240
H 0.8194 3.4161 1.4330 0.5946 0.9816 -1.5287 0.1657
H 0.8785 4.7255 -0.0333 -0.0551 -0.7686 1.0309 0.2269
C -6.3543 -3.3152 0.4498 -0.0060 3.6919 0.6582 -0.8184
O -5.7422 -2.3290 -0.4083 -0.4972 -0.7096 0.2635 -0.4152
C -4.3998 -2.0630 -0.0982 0.3560 0.4713 1.1781 -0.0026
C -3.7402 -1.4385 -1.2882 1.2735 -1.6865 0.9500 -0.0653
N -3.9593 -0.0622 -1.3674 0.2309 1.8706 -1.5359 -0.0511
C -3.0995 0.4391 -2.4789 -0.9905 2.1279 0.3093 -0.3136
C -3.4554 1.9115 -2.8411 -1.9506 -1.7866 0.7173 -0.9857
O -4.8953 1.9925 -2.7120 0.6836 0.6432 -0.7867 -0.3597
C -5.3261 3.3147 -3.0163 0.4569 -0.0409 1.0484 -0.7893
H -7.3085 -3.4915 0.0327 -1.0339 -0.3234 -0.2210 0.3057
H -6.4232 -2.9435 1.5075 -0.1288 -0.1744 -0.8181 0.2742
H -5.7603 -4.1404 0.4511 1.5582 -2.7245 -0.0243 0.3658
H -3.8137 -2.9859 0.2048 -0.8385 0.9064 -0.0662 0.0551
H -4.3654 -1.2379 0.6914 0.1592 -1.3804 -0.3076 0.0874
H -4.0082 -1.9964 -2.1759 -0.1721 -0.2872 -0.5957 0.5629
H -2.6663 -1.5179 -1.1482 0.4147 -0.5675 0.0656 -0.4825
H -4.9131 0.0445 -1.6748 -0.3982 0.5700 -0.0589 0.2855
H -3.2140 -0.1668 -3.3770 0.1132 -0.2344 -0.1121 0.3486
H -2.0690 0.5346 -2.1816 0.5842 -0.7725 0.2842 0.1403
H -3.1704 2.1301 -3.8464 0.3474 0.1508 -0.8864 0.6280
H -3.0457 2.6551 -2.1863 0.5605 0.2067 0.6233 0.3906
H -4.5228 4.0186 -2.7392 -0.3710 0.0061 0.1325 0.3192
H -6.1953 3.4839 -2.3771 -0.0645 0.2676 -0.3791 0.2629
H -5.5263 3.4998 -4.0648 -0.2773 -0.3067 -0.3457 0.2790
O 0.7228 -3.6420 3.3459 0.2701 -0.0117 -0.0597 -0.6629
H 0.2348 -4.0529 2.6192 -0.0142 0.2034 0.3760 0.3260
H 0.0928 -3.4561 4.0669 -0.2259 -0.1774 -0.1694 0.3689
C -0.8122 -2.7869 0.5737 -0.0165 3.3132 1.3181 -0.0077
O -1.3991 -2.0926 1.4539 0.8557 -0.8030 -1.5949 -0.4122
N 0.2483 -2.2748 -0.1695 -2.4812 0.8090 2.5647 0.0583
N -1.1743 -4.0329 0.3459 -0.4947 -2.1745 -0.7319 -0.2741
H 0.6900 -2.8731 -0.7666 1.2957 -1.6571 -2.0299 0.1888
H 0.0994 -1.3358 -0.4746 0.3798 0.4957 -0.1217 -0.2282
H -1.9951 -4.3355 0.8502 0.1885 0.0204 0.0101 0.2982
H -1.0389 -4.4374 -0.5848 0.1655 0.1179 0.3310 0.2906
C 1.2136 0.9471 -2.3151 1.7145 1.3831 -0.8252 0.4600
O 0.7511 -0.1316 -2.5920 -0.8700 -1.3390 -0.1530 -0.4894
N 0.8423 1.7326 -1.2789 -0.1698 -0.2064 0.1565 0.0450
N 2.2783 1.5033 -3.0849 -0.8707 0.3980 0.0488 -0.4546
H 1.5475 2.3927 -0.9603 -0.1467 -0.0888 0.2560 0.2793
H 0.3867 1.2173 -0.5294 0.2473 0.3250 -0.0578 -0.1988
H 2.3239 1.1634 -4.0477 -0.1331 -0.0100 0.6349 0.2438
H 2.2634 2.5259 -3.0595 0.2379 -0.4981 -0.0406 0.2385
C 1.9824 -0.3905 1.9131 -1.2999 2.1720 -0.0318 0.1831
O 1.7483 0.6807 1.2413 0.8754 -2.4113 0.7991 -0.2992
N 1.2801 -0.5291 3.0904 -0.8914 -0.2431 0.8889 -0.3153
N 2.9130 -1.3105 1.5389 -0.7955 1.0228 -0.1987 -0.2534
H 0.9949 -1.4271 3.5624 0.8685 1.1022 -1.2638 0.1151
H 0.6396 0.2712 3.3066 1.0322 -1.3473 -0.6550 0.2278
H 3.4589 -1.0042 0.7453 0.1591 -0.3038 0.3042 0.2097
H 3.2241 -2.0408 2.1494 -0.0193 -0.0484 0.0735 0.2061
C -3.1094 2.5322 1.2324 -2.8506 -3.7026 -3.4337 0.4336
O -2.7946 3.5688 1.6486 2.1932 4.1854 2.5383 -0.6184
N -2.3330 1.3966 1.1432 -0.3586 1.5592 0.4336 0.0481
N -4.3634 2.3939 0.6155 -0.0754 -0.1557 0.4133 -0.3275
H -1.4041 1.4827 1.4531 1.0352 -0.1454 0.4273 -0.0118
H -2.7014 0.5273 0.8891 -0.4649 -1.2118 -0.4491 -0.0257
H -4.5335 1.6225 -0.0131 -0.0040 0.0433 -0.0126 0.2317
H -4.9848 3.2065 0.5924 0.7542 -0.6412 0.0573 0.2127
C -1.5248 -1.6238 5.2976 -0.2206 -0.2176 -1.0983 0.6700
O -1.0584 -2.7679 5.3787 -0.3400 1.1798 0.0633 -0.7480
N -1.8662 -1.0131 4.1027 0.0939 -0.5859 0.1607 -0.1495
N -1.7149 -0.7811 6.3661 1.1636 -1.7301 1.3501 -0.4446
H -2.3454 -0.1160 4.1253 0.2943 -0.5319 -0.1916 0.1842
H -1.8133 -1.5323 3.2068 0.0996 0.4391 0.7594 0.1692
H -1.8280 -1.1304 7.3077 0.5422 -0.6685 -0.3481 0.2716
H -2.3154 -0.0421 6.2699 -1.5291 2.1640 -0.7935 0.1820
C -0.0098 -3.6490 -3.2165 1.2504 0.8788 -1.1616 0.6035
O -0.4152 -4.5830 -2.5379 -0.3867 0.5227 -0.0581 -0.7398
N 1.3395 -3.5853 -3.5787 -1.0270 0.3976 0.2230 -0.3754
N -0.7582 -2.6156 -3.7626 -3.3397 -1.2884 1.9887 -0.4833
H 1.6678 -2.9749 -4.3259 -0.3484 -0.4302 0.4363 0.2000
H 1.7478 -4.4866 -3.4836 0.6720 -0.3946 -0.0507 0.2494
H -0.3729 -1.7100 -3.8581 0.9942 0.8226 0.0055 0.3161
H -1.7249 -2.5258 -3.2891 2.1623 -0.3895 -1.1102 0.2277
```
Positions in Å, forces in eV/Å.

Values from the calculation:
2S+1: 1
E_HOMO (Eh): -0.31340
Electronic energy (Ha): -2313.7950
Frontier orbital gap (eV): 9.006
Net charge: 0
LUMO (Eh): 0.018
Structure (SMILES): COCCNCCOC.COCCNCCOC.NC(N)=O.NC(N)=O.NC(N)=O.NC(N)=O.NC(N)=O.NC(N)=O.O


# 2
C18H56O10 | wB97M-V/def2-TZVPD

Geometry as XYZ:
```
84
Properties=species:S:1:pos:R:3:forces:R:3:mulliken_charge:R:1
C -16.0694 3.9837 8.9726 -1.6717 -2.5022 -0.4442 -0.8135
C -15.6727 3.4274 7.6224 -0.7096 1.9115 -0.8206 -0.3613
O -16.5145 3.9414 6.5726 -0.3470 -0.4462 0.0078 -0.5355
H -15.6024 3.3307 9.7040 0.2365 0.4311 0.5579 0.3164
H -17.1634 3.7689 9.0362 0.6225 0.1481 0.1853 0.0473
H -15.9793 5.0059 9.1337 0.7050 1.7964 0.2407 0.3627
H -15.8158 2.3788 7.7081 0.3586 -1.1654 -0.2939 0.2235
H -14.6729 3.7330 7.3141 0.2065 -0.4251 0.2443 0.3640
H -17.2936 3.3344 6.5009 0.9037 0.4616 0.3921 0.4411
C -21.7012 2.0673 1.1178 -1.3245 -0.8674 -0.7142 -1.0397
C -21.6625 1.1216 2.3011 -1.1182 1.8113 0.4781 0.0229
O -21.2513 1.9448 3.4093 2.1919 -0.5840 -0.4201 -0.4555
H -22.0931 1.5360 0.2231 0.5313 0.3334 0.2516 0.4061
H -20.7334 2.5248 0.9271 0.0636 -0.0787 -0.0940 0.2297
H -22.4486 2.8321 1.3455 0.2927 0.1436 -0.0471 0.2846
H -21.0573 0.2613 2.1532 0.8391 -0.7396 0.0272 -0.1378
H -22.6455 0.8070 2.6208 -0.4557 -0.3187 -0.4142 0.3743
H -20.2986 2.0744 3.1606 -0.7358 0.2886 0.8783 0.0813
C -16.4150 3.1127 0.7680 2.8025 -0.3574 1.4977 -1.0849
C -16.9222 3.4034 2.1605 -0.1902 -0.4343 0.8050 -0.2042
O -17.7378 2.3490 2.6262 -0.7082 -0.8845 -0.1402 -0.1603
H -15.9162 2.0909 0.8630 -0.8723 1.1006 -0.8752 0.2090
H -15.6097 3.8163 0.4654 -0.3790 -0.3122 0.3052 0.3941
H -17.1858 3.2422 0.0635 -0.9914 -0.5786 -0.9603 0.2935
H -17.6083 4.2116 2.1640 -0.1489 1.4524 -0.0890 0.2527
H -16.1868 3.5309 2.9692 0.3848 0.4215 -0.7116 0.2447
H -17.5275 1.5563 2.1034 -0.1329 -0.2610 0.2964 0.2774
C -16.4173 -2.4017 1.9752 -0.0261 0.9206 -0.6896 -0.9602
C -16.3965 -0.8817 2.1133 1.5463 0.5574 0.4731 -0.2858
O -17.4463 -0.1038 1.5613 -0.9247 -1.1709 -0.0465 -0.5681
H -15.3645 -2.7194 2.0578 -0.5857 -0.2780 0.5187 0.4049
H -16.6392 -2.5110 0.9259 -0.4179 -0.7631 -0.4833 0.2373
H -17.1678 -2.9148 2.6062 0.6960 0.2152 -0.3508 0.0701
H -15.4704 -0.4896 1.6424 -0.5014 -0.3262 -0.0805 0.4779
H -16.2387 -0.6275 3.1516 -0.2846 0.2329 0.6556 0.2650
H -18.2926 -0.5270 1.8359 0.4908 0.2021 -0.0775 0.0975
C -24.5720 -4.1553 2.9593 -0.9715 0.3298 -1.0660 -1.2019
C -23.5900 -4.1275 1.7895 -1.0084 -2.8070 1.6044 -0.1429
O -22.4299 -4.8571 2.2794 0.4959 1.4796 -2.3979 -0.4765
H -25.5479 -3.6611 2.6454 1.1113 -0.6663 0.7246 0.3526
H -24.0820 -3.6238 3.7612 -0.2573 0.3217 0.4622 0.2640
H -24.7208 -5.2016 3.2713 -0.2775 0.4233 -0.1288 0.3339
H -23.3821 -3.1123 1.5610 0.8007 0.7209 -0.4725 0.3130
H -24.0483 -4.6818 0.9380 0.6223 0.5452 0.2950 0.2332
H -22.5255 -5.4023 3.0453 -0.8307 -0.5448 1.2046 0.2548
C -20.1465 -7.3733 4.4866 -1.6490 0.0699 0.2169 -1.2430
C -20.6300 -5.9605 4.8713 0.7761 -0.6208 2.1542 0.5783
O -22.0758 -5.9892 4.8750 0.4461 -0.3180 -1.0156 -0.6200
H -21.0229 -8.0355 4.5829 0.1071 0.2435 -0.4669 0.3019
H -19.4815 -7.8459 5.1748 0.9770 0.2136 0.4071 0.3549
H -19.7714 -7.3905 3.4756 0.1744 -0.1967 -0.2233 0.2839
H -20.1760 -5.2532 4.1551 -0.5629 0.1644 0.5001 -0.3322
H -20.3319 -5.7295 5.9766 -0.1324 -0.1284 -2.0637 0.3746
H -22.4033 -5.2395 5.3554 -0.1433 0.6240 0.3905 0.2767
C -19.2969 4.6479 4.2396 -1.2931 0.6414 -0.4984 -0.4805
C -20.1993 4.7187 5.4344 1.3244 -2.0735 0.7083 -0.6902
O -20.4990 3.3654 5.8421 -0.8690 -0.4088 -0.8624 -0.5275
H -18.4243 4.1122 4.4840 1.1151 -0.6819 0.2161 0.0852
H -19.0160 5.6334 3.8887 0.0383 0.2298 -0.1976 0.3939
H -19.8429 4.1050 3.4435 0.4061 0.4260 0.1921 0.1836
H -21.0635 5.2728 5.3258 -2.1141 1.0154 -0.7985 0.4361
H -19.7836 5.0965 6.3326 1.1242 0.7427 0.6244 0.3401
H -20.9557 2.9399 5.0809 0.2293 0.1026 0.6604 0.4105
C -19.2803 -0.8051 4.7798 -1.1994 0.8015 -0.9048 -0.8178
C -19.7382 -2.0855 4.0952 1.4213 -0.7829 1.0124 -0.0283
O -19.5044 -1.8759 2.6858 -0.5860 1.0549 1.4833 0.0396
H -18.2532 -0.5187 4.5453 -0.1524 -0.0757 -0.2343 0.1474
H -19.3747 -0.7722 5.8517 -0.1290 -0.3900 0.4730 0.4608
H -20.0079 -0.0490 4.3853 0.9409 -0.1033 0.4077 -0.0825
H -20.8108 -2.3051 4.4222 1.1845 0.1356 -0.9448 0.1263
H -19.0546 -2.9466 4.4434 -1.1834 0.8787 -0.4889 0.2331
H -19.9362 -2.5904 2.2331 -0.0764 -1.2220 -0.6599 0.0869
C -19.0429 1.6675 8.1044 1.2765 -0.4856 0.2507 -0.8988
O -18.3398 1.9417 6.9070 -0.4801 -0.0620 -0.6778 -0.4173
H -19.0409 2.5622 8.7305 0.1978 -0.2909 0.4653 0.3123
H -20.0666 1.4529 7.8930 -0.7957 -0.4375 -0.1069 0.3481
H -18.5217 0.7718 8.5335 -0.6816 0.9676 0.2009 0.2553
H -19.0306 2.2956 6.3172 0.1365 0.1670 -0.2081 0.3375
C -20.1689 -3.9428 0.1801 2.0052 -2.2192 1.1196 -0.8902
O -19.9767 -4.2813 1.5777 -1.5268 -0.0617 -0.3244 -0.4986
H -20.6878 -3.0525 0.0112 -0.8811 1.5688 -0.1025 0.3106
H -19.1318 -3.8787 -0.1437 -0.1961 0.2836 -0.6888 0.2609
H -20.6542 -4.7758 -0.3217 -0.0960 0.0028 -0.2311 0.3554
H -20.8670 -4.6425 1.8632 0.8362 0.4875 -0.0717 0.5314
```
Positions in Å, forces in eV/Å.

Values from the calculation:
2S+1: 1
E_HOMO (Eh): -0.33676
Electronic energy (Ha): -1471.6432
Frontier orbital gap (eV): 9.531
Net charge: 0
LUMO (Eh): 0.014
Structure (SMILES): CCO.CCO.CCO.CCO.CCO.CCO.CCO.CCO.CO.CO
Energy above the lowest of the compared OMol25 structures with the same formula, charge and spin (kJ/mol): 440.85